1.
This record from the OMol25 dataset describes a structure of composition AlN2O6 in a non-equilibrium geometry. The level of theory is ωB97M-V/def2-TZVPD.

Its HOMO-LUMO gap is 5.9 eV. Its electronic energy is -21844.310 eV. Its charge is +1. The max |F| is 6.10 eV Å⁻¹.

Geometry (Å):
1 Al -0.790 -0.602 1.273
2 N -0.986 1.440 -0.438
3 O -0.135 2.235 -0.076
4 O -1.361 0.890 -1.411
5 O -1.805 0.856 0.536
6 N 1.262 -1.261 0.038
7 O 2.120 -1.551 -0.705
8 O 1.571 -0.947 1.230
9 O 0.124 -1.060 -0.447

2.
This record from the OMol25 dataset describes a structure of composition C34H26AsBrN3OPS4V in a non-equilibrium geometry. The level of theory is ωB97M-V/def2-TZVPD.

Its HOMO-LUMO gap (spin up / spin down) is 4.3 / 5.4 eV. Its spin multiplicity is 2. Its electronic energy is -251402.525 eV. The expectation value of S² is 0.81. Its charge is -2. The max |F| is 1.50 eV Å⁻¹.

Geometry (Å):
1 V -1.062 -0.281 1.974
2 Br 0.153 7.099 0.732
3 C -0.043 5.281 1.289
4 C 0.597 4.854 2.443
5 C 0.465 3.522 2.830
6 C -0.291 2.640 2.067
7 O -0.323 1.368 2.382
8 C -0.988 3.090 0.920
9 C -1.826 2.224 0.154
10 N -2.088 0.945 0.459
11 C -2.953 0.263 -0.348
12 C -3.740 0.777 -1.388
13 C -4.588 -0.068 -2.119
14 C -4.708 -1.405 -1.849
15 C -3.945 -1.964 -0.785
16 C -4.041 -3.306 -0.372
17 C -3.304 -3.747 0.689
18 C -2.416 -2.872 1.323
19 N -2.268 -1.623 0.923
20 C -3.052 -1.140 -0.076
21 C -0.828 4.431 0.532
22 H 1.194 5.542 3.026
23 H 0.963 3.132 3.708
24 H -2.267 2.657 -0.740
25 H -3.712 1.826 -1.632
26 H -5.180 0.364 -2.918
27 H -5.386 -2.039 -2.406
28 H -4.729 -3.965 -0.891
29 H -3.384 -4.755 1.071
30 H -1.844 -3.189 2.191
31 H -1.329 4.793 -0.357
32 N 0.755 -3.625 0.351
33 C 1.654 -3.229 -0.596
34 C 2.339 -4.224 -1.324
35 C 3.244 -3.907 -2.306
36 C 3.513 -2.572 -2.613
37 C 2.835 -1.598 -1.911
38 C 1.904 -1.884 -0.910
39 P 1.022 -0.458 -0.145
40 C 0.568 0.421 -1.692
41 C -0.539 -0.105 -2.352
42 C -1.002 0.462 -3.527
43 C -0.358 1.570 -4.061
44 C 0.750 2.096 -3.416
45 C 1.214 1.522 -2.240
46 C 2.409 0.505 0.555
47 C 3.526 -0.153 1.066
48 C 4.515 0.549 1.734
49 C 4.403 1.922 1.904
50 C 3.287 2.583 1.418
51 C 2.294 1.877 0.757
52 H 0.622 -3.023 1.169
53 H 0.836 -4.595 0.626
54 H 2.138 -5.260 -1.081
55 H 3.750 -4.704 -2.837
56 H 4.224 -2.304 -3.380
57 H 3.024 -0.556 -2.148
58 H -1.063 -0.958 -1.938
59 H -1.879 0.045 -4.001
60 H -0.727 2.026 -4.971
61 H 1.259 2.961 -3.821
62 H 2.081 1.941 -1.751
63 H 3.615 -1.227 0.964
64 H 5.362 0.013 2.140
65 H 5.171 2.469 2.438
66 H 3.157 3.646 1.577
67 H 1.407 2.409 0.435
68 S -1.537 -3.939 4.707
69 As -0.885 -1.896 4.802
70 S -2.417 -0.562 3.869
71 S 0.556 -1.603 3.086
72 S -0.104 -1.092 6.596

3.
This record from the OMol25 dataset describes a structure of composition C43H59CdGe2N7O2SSi in a non-equilibrium geometry. The level of theory is ωB97M-V/def2-TZVPD.

Its HOMO-LUMO gap is 5.7 eV. Its electronic energy is -196382.427 eV. Its charge is -2. The max |F| is 3.20 eV Å⁻¹.

Geometry (Å):
1 Cd -0.423 -0.063 -0.060
2 C -0.429 -1.097 3.716
3 C 0.817 -1.816 3.220
4 Ge 1.469 -1.145 1.406
5 C 2.631 -2.706 0.878
6 C 3.474 -3.231 2.037
7 C 2.459 0.360 2.249
8 C 3.322 1.258 1.874
9 Ge 4.408 1.333 0.260
10 C 6.225 1.633 0.889
11 C 6.714 3.128 0.794
12 C 3.782 2.549 -1.070
13 C 4.734 2.760 -2.258
14 C 3.633 2.359 2.777
15 C 3.496 3.684 2.434
16 C 3.809 4.652 3.377
17 C 4.445 4.297 4.574
18 C 4.723 2.970 4.848
19 C 4.214 2.002 3.977
20 H -0.866 -1.367 4.732
21 H -1.226 -1.207 2.976
22 H -0.312 -0.012 3.760
23 H 0.702 -2.893 3.102
24 H 1.634 -1.665 3.901
25 H 3.320 -2.503 0.030
26 H 1.971 -3.520 0.430
27 H 4.282 -2.572 2.369
28 H 4.056 -4.234 1.754
29 H 2.944 -3.498 2.933
30 H 2.182 0.445 3.249
31 H 6.741 1.163 0.033
32 H 6.454 1.087 1.796
33 H 6.384 3.581 -0.216
34 H 7.831 3.186 0.955
35 H 6.225 3.729 1.578
36 H 3.728 3.480 -0.531
37 H 2.700 2.334 -1.360
38 H 4.792 1.922 -2.968
39 H 5.750 3.095 -1.978
40 H 4.364 3.583 -2.816
41 H 3.045 3.975 1.552
42 H 3.682 5.730 3.218
43 H 4.686 5.152 5.206
44 H 5.203 2.625 5.758
45 H 4.465 0.932 4.151
46 N 0.119 2.478 2.271
47 C 0.531 2.985 1.087
48 O 1.031 2.237 0.224
49 C 0.422 4.452 0.914
50 C -0.248 5.272 1.857
51 N -0.853 5.897 2.611
52 C 0.771 5.007 -0.318
53 N 1.026 5.465 -1.351
54 H -0.472 3.096 2.793
55 H -0.324 1.543 2.221
56 C 2.784 -0.577 -2.147
57 C 4.114 -1.066 -1.571
58 O 4.703 -0.333 -0.670
59 H 3.106 -0.001 -3.071
60 H 2.186 0.014 -1.409
61 H 2.220 -1.449 -2.434
62 C -2.456 0.299 0.860
63 C -3.343 1.213 0.152
64 C -3.482 2.558 0.633
65 C -3.980 3.540 -0.119
66 C -4.544 3.219 -1.359
67 C -4.503 1.924 -1.889
68 C -3.929 0.893 -1.106
69 C -5.172 4.316 -2.075
70 N -5.728 5.225 -2.518
71 H -2.749 -0.702 0.680
72 H -2.425 0.475 1.964
73 H -3.127 2.647 1.660
74 H -4.009 4.530 0.288
75 H -4.891 1.722 -2.902
76 H -3.722 -0.071 -1.586
77 C -8.125 -6.520 0.520
78 N -6.716 -6.339 0.793
79 C -6.044 -5.094 0.355
80 C -4.639 -5.383 0.888
81 N -4.551 -6.814 0.818
82 C -5.788 -7.385 0.725
83 S -6.057 -9.009 0.584
84 H -8.472 -7.483 0.835
85 H -8.258 -6.435 -0.548
86 H -8.659 -5.708 0.990
87 H -6.454 -4.213 0.909
88 H -6.167 -4.942 -0.710
89 H -4.437 -4.991 1.881
90 H -3.875 -4.907 0.275
91 H -3.749 -7.339 0.494
92 C -0.411 -3.270 -1.043
93 Si -1.023 -2.201 -2.486
94 C 0.007 -2.847 -3.986
95 C -2.757 -2.618 -3.004
96 N -0.776 -0.543 -2.189
97 C -1.011 0.460 -3.039
98 C -0.956 1.795 -2.638
99 C -1.322 2.868 -3.427
100 C -1.600 2.659 -4.747
101 C -1.639 1.331 -5.193
102 C -1.300 0.264 -4.395
103 H -0.960 -4.245 -1.141
104 H -0.486 -2.980 0.027
105 H 0.662 -3.436 -1.245
106 H -0.598 -3.255 -4.782
107 H 0.774 -3.585 -3.771
108 H 0.509 -1.954 -4.415
109 H -3.585 -2.265 -2.394
110 H -2.936 -3.554 -3.407
111 H -2.791 -1.959 -3.903
112 H -0.833 1.946 -1.581
113 H -1.289 3.843 -2.940
114 H -1.799 3.478 -5.413
115 H -1.769 1.079 -6.236
116 H -1.413 -0.731 -4.693

> Which of these has the highest max |F|?

AlN2O6

> Look up the max |F| of the first one.

6.10 eV Å⁻¹